89
Properties=species:S:1:pos:R:3:lowdin_charge:R:1 method="wB97M-V/def2-TZVPD" total_charge=+2 gap_ev="6.25 / 4.87" e_tot_ev=-81246.240 s_squared=2.4325 spin_multiplicity=3 fmax_ev_per_a=3.49
Mo -0.13 -0.28 3.24 1.4602
C -1.72 -0.41 4.70 -0.2531
C -2.26 -0.63 3.38 -0.2709
C -2.88 0.52 2.60 -0.1886
C -1.88 1.34 1.75 -0.1996
C -0.53 1.58 2.39 -0.2971
C -0.37 1.90 3.78 -0.1864
C -1.57 2.15 4.67 -0.1681
C -2.06 0.88 5.43 -0.1631
C 1.74 0.06 4.04 -0.2100
H -1.45 -1.26 5.34 0.1185
H -2.47 -1.65 3.05 0.1062
H -3.48 1.20 3.23 0.1173
H -3.65 0.12 1.91 0.1273
H -1.73 0.86 0.78 0.0766
H -2.39 2.28 1.49 0.1381
H 0.33 1.68 1.72 0.1207
H 0.51 2.44 4.14 0.1109
H -2.40 2.63 4.13 0.1171
H -1.24 2.86 5.45 0.1251
H -1.55 0.86 6.40 0.0909
H -3.14 0.96 5.68 0.1399
H 1.80 -0.59 4.92 0.0083
H 2.07 1.07 4.29 0.0350
H 2.36 -0.35 3.21 0.0398
P -0.17 -2.03 -4.19 1.0852
P 1.68 0.37 -4.57 1.0987
C -0.90 -0.49 -4.78 -0.3045
C -0.04 0.50 -5.13 -0.3160
C -0.80 -3.25 -5.43 -0.3728
C -1.93 -3.02 -6.23 -0.0881
C -2.44 -4.03 -7.06 -0.0543
C -1.76 -5.24 -7.18 -0.0546
C -0.56 -5.44 -6.49 -0.0633
C -0.09 -4.45 -5.62 -0.0930
C -1.14 -2.26 -2.66 -0.3611
C -0.78 -1.38 -1.63 -0.0999
C -1.44 -1.47 -0.41 -0.0940
C -2.46 -2.41 -0.21 -0.0534
C -2.84 -3.26 -1.27 -0.0470
C -2.18 -3.19 -2.50 -0.0534
C 2.48 1.05 -6.10 -0.3530
C 2.42 0.23 -7.24 -0.1016
C 2.87 0.70 -8.48 -0.0640
C 3.45 1.96 -8.61 -0.0469
C 3.57 2.76 -7.47 -0.0528
C 3.11 2.30 -6.22 -0.0671
C 1.87 1.79 -3.44 -0.4041
C 3.06 1.86 -2.69 -0.1007
C 3.30 2.99 -1.91 -0.0663
C 2.35 4.02 -1.85 -0.0572
C 1.14 3.90 -2.55 -0.0613
C 0.89 2.77 -3.33 -0.0845
H -1.99 -0.40 -4.75 0.0973
H -0.30 1.39 -5.72 0.1043
H -2.41 -2.04 -6.21 0.0957
H -3.36 -3.86 -7.61 0.1151
H -2.15 -6.03 -7.84 0.1197
H 0.01 -6.36 -6.63 0.1170
H 0.84 -4.60 -5.06 0.1059
H -0.01 -0.63 -1.77 0.0971
H -1.13 -0.81 0.41 0.0557
H -2.97 -2.46 0.75 0.0998
H -3.64 -3.97 -1.12 0.1169
H -2.47 -3.85 -3.32 0.1147
H 1.99 -0.77 -7.17 0.1040
H 2.76 0.07 -9.36 0.1137
H 3.79 2.34 -9.59 0.1240
H 4.02 3.75 -7.55 0.1136
H 3.23 2.92 -5.34 0.1039
H 3.77 1.04 -2.72 0.1112
H 4.25 3.08 -1.37 0.1156
H 2.56 4.92 -1.27 0.1171
H 0.40 4.69 -2.50 0.1131
H -0.06 2.66 -3.85 0.0981
Cl 0.27 0.11 13.10 0.7207
C 0.46 0.15 11.39 -0.6469
C 0.55 -1.05 10.64 -0.0690
C 0.61 -0.98 9.24 -0.0110
C 0.66 0.27 8.58 -0.1220
C 0.61 1.44 9.34 -0.0070
C 0.53 1.40 10.74 -0.0689
C 0.75 0.41 7.05 -0.4791
O 0.96 -0.73 6.47 0.1568
O 0.59 1.56 6.57 0.0401
H 0.55 -2.00 11.18 0.1140
H 0.62 -1.90 8.66 0.1158
H 0.62 2.40 8.84 0.1251
H 0.51 2.32 11.30 0.1140


93
Properties=species:S:1:pos:R:3:lowdin_charge:R:1 method="wB97M-V/def2-TZVPD" total_charge=+2 gap_ev="5.96 / 5.96" e_tot_ev=-80005.829 fmax_ev_per_a=0.14
Ru 0.44 -0.07 0.06 0.9720
C 0.44 0.47 3.10 -0.0736
N 0.00 1.11 1.84 -0.3541
C 0.61 2.46 1.79 -0.0336
C -1.47 1.25 1.81 -0.1438
C -1.87 1.49 0.39 -0.2094
C -3.09 1.99 -0.01 -0.0034
C -3.32 2.22 -1.36 -0.0162
C -2.34 1.97 -2.32 -0.0356
C -1.11 1.47 -1.94 -0.0638
C -0.92 1.16 -0.59 -0.2304
H 0.19 1.12 3.95 0.1105
H 1.51 0.31 3.07 0.0856
H -0.07 -0.48 3.24 0.0514
H 0.29 3.03 2.66 0.1110
H 0.31 2.98 0.88 0.1024
H 1.70 2.37 1.80 0.0790
H -1.80 2.05 2.48 0.1474
H -1.91 0.31 2.17 0.1208
H -3.86 2.22 0.72 0.1305
H -4.27 2.63 -1.67 0.1241
H -2.53 2.19 -3.36 0.1229
H -0.32 1.32 -2.67 0.0908
S 0.89 -1.35 -1.86 0.8526
C 0.23 -2.86 -1.51 -0.5952
N 0.03 -3.76 -2.45 -0.0502
C -0.54 -5.07 -2.12 -0.0677
C -0.02 -5.51 -0.79 -0.0612
N -0.26 -4.47 0.22 -0.0600
C -0.61 -4.97 1.57 -0.0865
C -1.98 -5.59 1.55 -0.2327
C -3.10 -4.82 1.22 -0.0406
C -4.36 -5.40 1.19 -0.0589
C -4.51 -6.75 1.50 -0.0563
C -3.41 -7.51 1.83 -0.0518
C -2.14 -6.94 1.85 -0.0371
C -0.15 -3.21 -0.09 -0.5554
S -0.39 -1.97 1.07 0.8000
C 0.31 -3.39 -3.87 -0.1111
C -0.16 -4.41 -4.86 -0.2598
C -1.50 -4.43 -5.25 -0.0412
C -1.95 -5.39 -6.14 -0.0545
C -1.06 -6.33 -6.65 -0.0546
C 0.28 -6.31 -6.27 -0.0540
C 0.72 -5.35 -5.38 -0.0409
H -0.25 -5.77 -2.89 0.1390
H -1.63 -5.00 -2.11 0.1551
H 1.06 -5.71 -0.82 0.1586
H -0.54 -6.41 -0.46 0.1422
H -0.54 -4.14 2.27 0.0890
H 0.15 -5.71 1.83 0.1444
H -2.98 -3.77 1.00 0.1014
H -5.22 -4.80 0.94 0.1128
H -5.49 -7.19 1.48 0.1160
H -3.52 -8.56 2.08 0.1167
H -1.28 -7.54 2.12 0.1206
H 1.39 -3.23 -3.94 0.1286
H -0.17 -2.42 -4.04 0.1138
H -2.19 -3.69 -4.87 0.1210
H -2.98 -5.40 -6.45 0.1144
H -1.41 -7.07 -7.36 0.1159
H 0.97 -7.03 -6.68 0.1152
H 1.77 -5.32 -5.09 0.1200
O 1.70 2.81 -2.59 0.1113
C 2.33 2.21 -1.77 -0.4962
N 3.68 2.20 -1.56 0.1745
C 4.14 1.31 -0.49 -0.2495
C 2.77 0.82 -0.08 -0.4401
O 2.39 -0.07 0.76 -0.0941
N 1.79 1.33 -0.78 0.0670
C 4.86 2.07 0.61 -0.1626
C 5.91 2.91 0.25 -0.0181
C 6.61 3.61 1.22 -0.0480
C 6.28 3.46 2.56 -0.0598
C 5.25 2.60 2.93 -0.0575
C 4.55 1.91 1.95 -0.0409
C 4.92 0.11 -1.03 -0.1385
C 4.71 -0.34 -2.33 -0.0336
C 5.37 -1.47 -2.79 -0.0691
C 6.25 -2.15 -1.96 -0.0708
C 6.45 -1.71 -0.66 -0.0552
C 5.79 -0.58 -0.19 -0.0079
H 4.28 2.84 -2.05 0.1684
H 6.20 3.02 -0.79 0.1227
H 7.42 4.26 0.93 0.1159
H 6.83 4.00 3.32 0.1141
H 5.00 2.47 3.97 0.1113
H 3.77 1.22 2.25 0.0963
H 4.04 0.20 -2.99 0.1151
H 5.23 -1.79 -3.81 0.1081
H 6.78 -3.02 -2.33 0.1101
H 7.14 -2.23 -0.01 0.1129
H 5.97 -0.24 0.82 0.1218